# 1
DFT (the ωB97M-V functional and the def2-TZVPD basis) results for 10 unconnected molecules or ions with the total composition H20O10.

Output
M, g mol⁻¹: 180.15
Energy, Ha: -764.37934
Energy above the lowest of the compared OMol25 structures with the same formula, charge and spin, kJ/mol: 269.3
Charge: 0
E_HOMO, eV: -10.0
SMILES string: O.O.O.O.O.O.O.O.O.O
LUMO, eV: -0.4

Each line ends with the Mulliken charge.
Positions of all 30 atoms, in Å:
O: -15.75906 -1.24122 -15.87805  -0.561
O: -17.21890 -1.69646 -18.44359  -0.621
O: -19.18940 -2.49394 -14.27384  -0.628
O: -15.99564 -1.13996 -12.86312  -0.600
O: -11.57559 -1.01159 -15.53870  -0.616
O: -18.05674 0.14063 -14.15926  -0.731
O: -15.03127 -3.73538 -14.81346  -0.637
O: -18.79644 0.97827 -16.79079  -0.598
O: -13.80899 -1.71341 -18.97488  -0.591
O: -13.77298 0.93682 -16.26021  -0.686
H: -16.17228 -1.84791 -12.22989  0.290
H: -16.86020 -1.20536 -17.68578  0.331
H: -15.11795 -0.81421 -12.63163  0.271
H: -13.77422 -1.62001 -18.01412  0.294
H: -18.97442 -1.54833 -14.18279  0.388
H: -12.89252 -1.82746 -19.25010  0.298
H: -13.63721 1.62012 -15.59030  0.297
H: -18.06757 1.55901 -17.03178  0.300
H: -17.47935 -0.22634 -13.45388  0.311
H: -16.54468 -0.95779 -15.38564  0.229
H: -13.25486 1.23060 -17.02197  0.309
H: -12.17091 -0.28368 -15.77322  0.342
H: -15.81607 -4.00530 -14.32657  0.283
H: -16.62128 -1.47943 -19.16756  0.293
H: -15.17439 -0.46485 -15.87091  0.359
H: -11.28581 -1.38642 -16.37729  0.304
H: -18.62167 0.78302 -13.70734  0.308
H: -20.14914 -2.54242 -14.21688  0.319
H: -18.71149 0.85338 -15.83218  0.330
H: -15.16520 -2.77941 -14.99447  0.412

Forces on atoms 1 to 6 (eV/Å):
O 0.0 0.6 0.0
O 0.1 0.4 0.0
O 0.0 0.3 0.3
O -0.1 0.0 0.4
O 0.0 0.2 -0.1
O -0.1 0.1 0.8

---

# 2
DFT (the ωB97M-V functional and the def2-TZVPD basis) results for 10 unconnected molecules or ions with the total composition C47H54BN9O4P.

Output
M, g mol⁻¹: 850.79
Energy, Ha: -2983.38251
Charge: -1
E_HOMO, eV: -4.5
LUMO, eV: 1.7

Each line ends with the Mulliken charge.
Positions of all 116 atoms, in Å:
P: 3.21836 0.96465 -0.34472  0.359
O: 4.78948 1.76401 -0.01821  -0.372
O: 1.99030 5.33175 -1.82323  -0.302
O: 2.56902 2.61820 -0.71046  -0.355
O: 3.67432 4.52836 -3.21130  -0.623
N: -6.91083 -6.88113 -5.82124  -0.564
N: 5.86045 -3.91184 2.92569  -0.636
N: 8.72423 0.59685 -0.85087  -0.551
N: 1.02958 -0.63465 2.63387  -0.160
N: -3.45299 4.82467 3.73062  -0.439
N: -0.93072 1.58473 -1.16149  -0.533
N: -3.30622 -6.06522 -0.03067  -0.323
N: 1.18647 10.41796 -1.14824  -0.565
N: -3.64369 -1.27523 2.97795  -0.465
C: -7.25695 -6.55099 -4.57921  -0.283
C: -4.18829 4.79926 2.62239  0.198
C: 4.90582 2.90680 -0.80760  -0.615
C: 3.56638 3.63076 -0.73540  0.491
C: -2.00525 1.25399 0.96125  -0.002
C: 1.03640 -3.19275 3.73605  -0.464
C: -4.11529 -2.07352 2.02263  -0.290
C: -3.19893 -1.84777 4.09318  -0.232
C: -1.04365 3.36622 0.43138  -0.441
C: 7.45442 0.64395 -1.25887  0.097
C: -5.44915 5.26369 4.97740  -0.405
C: 4.78516 -2.00846 1.92870  -0.038
C: 0.22845 -2.88950 2.65028  -0.482
C: 7.08270 0.56518 -2.59641  -0.480
C: 0.75618 8.34133 -2.27606  -0.207
C: 0.18899 10.96208 -1.84144  -0.261
C: -8.73572 -8.40899 -4.37232  -0.239
C: -0.27891 8.92642 -2.98764  -0.463
C: 4.77316 -3.27451 2.49176  -0.407
C: 9.66448 0.47804 -1.78650  -0.268
C: 1.83337 -2.19150 4.26807  -0.443
C: -5.56235 4.99804 2.61214  -0.695
C: -0.57103 10.26399 -2.76772  -0.260
C: -0.64937 2.82979 -0.78749  -0.414
C: -8.38652 -8.76170 -5.66608  -0.320
C: -8.15836 -7.27915 -3.81523  -0.304
C: -1.97350 -6.15248 -2.01854  -0.572
C: -1.73666 2.56502 1.32208  -0.784
C: 7.02178 -3.26991 2.79009  -0.257
C: 9.39565 0.39871 -3.14410  -0.319
C: -3.01005 -6.75455 -2.71292  -0.233
C: -1.58908 0.82398 -0.29100  -0.252
C: -2.16968 -5.83041 -0.68290  -0.066
C: 7.14337 -2.00225 2.23797  -0.452
C: -6.20523 5.23504 3.81583  -0.155
C: 8.07089 0.44150 -3.55653  -0.498
C: -4.16405 -3.45543 2.13358  -0.247
C: 1.45302 9.13160 -1.37110  -0.249
C: -4.08127 5.05304 4.88074  -0.207
C: -4.29591 -6.64041 -0.71016  -0.254
C: -7.47265 -7.96777 -6.34461  -0.183
C: -3.21359 -3.21911 4.30660  -0.452
C: 1.79040 -0.93202 3.68252  -0.419
C: -3.70227 -4.03950 3.30280  -0.168
C: -4.19834 -7.00619 -2.04414  -0.380
C: 5.99769 -1.35430 1.79799  -0.200
C: 0.26532 -1.59978 2.13261  -0.087
B: 3.10939 4.52138 -1.95917  0.458
H: -2.80087 -1.17734 4.84742  0.363
H: -5.21414 -6.81736 -0.15863  0.337
H: 6.68091 0.74807 -0.50526  0.555
H: -8.39803 -6.96301 -2.80877  0.372
H: -2.89774 -7.01869 -3.75668  0.403
H: 1.02722 7.30220 -2.40713  0.546
H: 3.82989 -3.80073 2.60052  0.445
H: 3.79324 -0.32661 -0.03737  -0.133
H: -1.78777 -0.19625 -0.61128  0.454
H: -7.17576 -8.21663 -7.35791  0.354
H: 6.03073 0.59945 -2.85163  0.411
H: -0.41180 -3.63806 2.20036  0.462
H: -7.27603 5.39227 3.84951  0.367
H: 10.68992 0.44341 -1.43034  0.348
H: 3.67493 0.84650 -1.72990  -0.163
H: 7.81681 0.37794 -4.60771  0.389
H: -1.37938 -5.35655 -0.11070  0.320
H: -2.51821 0.57798 1.63433  0.317
H: -0.84871 8.34600 -3.70258  0.391
H: 5.74776 3.52371 -0.46243  0.306
H: -0.32756 -1.33206 1.26664  0.398
H: 5.11596 2.61535 -1.86252  -0.076
H: -0.01222 12.01066 -1.64523  0.332
H: -1.02976 -5.92974 -2.49719  0.375
H: -6.10841 4.96212 1.67917  0.354
H: 3.86974 -1.54172 1.59293  0.284
H: 1.58245 5.12974 -0.98541  0.180
H: 2.26876 8.70549 -0.79714  0.405
H: -3.71074 -5.11624 3.41691  0.393
H: -3.45877 5.06699 5.76922  0.358
H: -2.82896 -3.62879 5.23127  0.388
H: -4.52860 -4.06217 1.31668  0.310
H: 2.41596 -0.12769 4.05635  0.342
H: -9.44409 -9.00299 -3.80901  0.370
H: -5.03647 -7.47186 -2.54633  0.418
H: -5.90602 5.44266 5.94158  0.341
H: -0.07209 3.41521 -1.49460  0.451
H: -6.78565 -5.66206 -4.17326  0.451
H: 1.94971 0.39511 -0.68925  -0.110
H: 3.53155 4.21412 0.21136  -0.089
H: 4.48822 4.02766 -3.22374  0.327
H: 2.50121 -2.38023 5.09849  0.394
H: 2.82301 1.17236 1.01647  -0.307
H: -0.78576 4.38659 0.68699  0.406
H: -1.37130 10.76090 -3.30046  0.350
H: -3.65431 4.60701 1.69804  0.314
H: 1.05630 -4.19410 4.14955  0.451
H: 6.03974 -0.36453 1.36017  0.463
H: -2.03248 2.94226 2.29383  0.778
H: -4.45297 -1.58157 1.11567  0.381
H: 10.20520 0.30315 -3.85619  0.351
H: -8.81048 -9.63438 -6.14433  0.346
H: 8.11550 -1.53398 2.15371  0.414
H: 7.90167 -3.79949 3.14318  0.342

Forces on atoms 1 to 6 (eV/Å):
P 0.0 0.1 -0.2
O 0.1 0.1 0.1
O 0.3 -0.1 -0.5
O 0.0 0.0 -0.2
O -0.2 0.4 0.2
N 0.0 0.0 0.0

---

# 3
DFT (the ωB97M-V functional and the def2-TZVPD basis) results for a molecular structure, C3H5N3.

Output
M, g mol⁻¹: 83.09
Energy, Ha: -281.46611
Energy above the lowest of the compared OMol25 structures with the same formula, charge and spin, kJ/mol: 325.4
Charge: 0
E_HOMO, eV: -8.3
LUMO, eV: 0.9

Each line ends with the Mulliken charge.
Positions of all 11 atoms, in Å:
N: -0.71044 -1.84946 -0.24465  -0.491
N: -1.20213 0.39881 0.69387  -0.613
N: 0.92504 1.01338 0.20340  -0.107
C: -0.22251 1.27123 0.85679  -0.132
C: 0.70646 -0.16439 -0.60244  -0.475
C: -0.59407 -0.54859 -0.08141  0.468
H: 0.73308 0.05650 -1.67361  0.223
H: 0.57526 -1.63439 -0.60769  0.359
H: 1.71821 1.63220 0.17629  0.188
H: -1.61842 -2.30840 -0.23251  0.216
H: -0.31048 2.13311 1.51198  0.364

Forces on atoms 1 to 6 (eV/Å):
N -0.1 0.0 0.0
N 0.2 0.0 -0.1
N 0.0 0.1 0.1
C 0.1 0.1 0.1
C -0.1 0.3 0.0
C 0.2 -0.2 -0.1